No. 1
Density functional theory data (ωB97M-V/def2-TZVPD) for a molecular structure, C43H56F9IrN4O2PS at a distorted geometry.

The geometry in XYZ format:
```
117
Properties=species:S:1:pos:R:3:forces:R:3
Ir -1.8351 0.2361 -1.3152 1.4 0.6 -0.2
C -2.3124 2.7253 0.9343 -0.4 -0.2 0.2
C -3.6997 2.2754 0.4551 0.7 -0.1 -0.6
N -3.6802 1.6598 -0.9439 -1.9 1.5 0.7
C -3.8203 2.8037 -1.9151 0.2 -0.7 -0.1
C -3.6928 2.3212 -3.3594 -0.1 -0.1 0.2
C -4.9449 0.8542 -1.0752 0.9 0.3 0.0
C -4.7042 -0.4424 -0.3760 1.2 -0.7 -0.1
N -3.2846 -0.9332 -0.7259 -2.9 -1.3 1.6
C -3.1327 -2.2306 -0.2123 0.1 -1.4 0.3
C -2.0427 -2.9568 -0.7346 0.2 0.4 -0.2
F -1.4136 -2.3264 -1.7791 -0.1 -1.2 0.8
C -1.5887 -4.1710 -0.2205 0.3 -0.1 -0.2
F -0.4279 -4.7013 -0.7077 -1.1 0.4 0.3
C -2.2974 -4.8404 0.7806 -0.2 1.1 -0.4
C -3.4533 -4.2073 1.2677 0.0 -0.1 -0.1
F -4.1539 -4.8388 2.2512 0.5 0.8 -0.9
C -3.9000 -2.9617 0.7935 0.3 0.4 -0.2
F -5.0207 -2.4572 1.3811 1.0 -0.4 -0.4
H -2.4398 3.0431 1.9724 0.2 0.1 0.0
H -1.9385 3.5638 0.3612 0.1 0.1 -0.1
H -1.5521 1.9274 0.9159 -0.5 0.2 0.0
H -4.3843 3.1395 0.3997 0.2 -0.3 0.2
H -4.1191 1.5554 1.1625 0.1 0.0 -0.2
H -3.0796 3.5612 -1.6802 0.1 -0.1 0.1
H -4.8175 3.2315 -1.7517 0.2 0.1 0.0
H -3.0260 1.4494 -3.4340 0.0 0.2 -0.1
H -3.2962 3.1140 -3.9880 0.0 0.0 -0.1
H -4.6653 2.0241 -3.7474 0.0 0.0 -0.2
H -5.1333 0.6504 -2.1260 0.0 0.2 -0.1
H -5.7938 1.4204 -0.6600 0.2 -0.2 -0.1
H -5.3773 -1.2401 -0.7060 -0.1 0.3 0.0
H -4.7831 -0.3754 0.7145 0.2 0.1 -0.3
H -1.9587 -5.7977 1.1615 -0.1 0.2 0.0
F 2.6411 4.7367 -4.8958 -0.5 -0.2 0.4
C 1.6967 4.1386 -4.1519 -0.2 0.0 0.3
C 1.1378 2.9287 -4.5717 -0.4 0.2 0.3
F 1.4925 2.3674 -5.7361 -0.1 0.2 0.4
C 0.1659 2.3073 -3.7785 -0.3 -0.5 0.7
F -0.3806 1.1342 -4.1776 0.3 0.4 -0.2
C -0.2395 2.7451 -2.4954 0.8 1.3 0.0
O -0.9902 2.0553 -1.6293 0.6 0.6 -1.0
C 0.2941 4.0491 -2.1541 0.1 -0.4 0.1
F -0.0248 4.6197 -0.9589 0.1 -0.5 -0.8
C 1.2483 4.7164 -2.9446 0.1 -0.1 -0.2
F 1.7824 5.9068 -2.5496 -0.6 -1.3 -0.3
N -0.4883 -1.5976 4.3241 0.0 0.1 -0.1
C -1.4561 -0.8908 3.7142 -0.4 0.2 -0.3
S -1.6946 -0.8789 2.0308 0.1 0.0 0.6
N -2.3158 -0.1766 4.4749 -0.1 0.1 0.2
C -2.4180 -0.1360 5.8883 -0.1 0.2 0.9
C -2.7575 1.1099 6.4840 0.5 -1.3 -0.3
C -2.8809 1.1905 7.8652 0.1 -0.5 -0.3
C -2.6716 0.0520 8.6507 0.1 -0.3 -0.3
C -2.3592 -1.1824 8.0673 -0.1 0.4 -0.5
C -2.2490 -1.2994 6.6700 -0.4 1.2 0.4
H 0.1430 -2.1380 3.7564 -0.1 0.1 -0.1
H -0.2643 -1.4820 5.3047 -0.2 0.0 -0.2
H -2.9655 0.4289 3.9795 0.4 -0.4 -0.1
H -2.8957 1.9601 5.8244 0.0 0.1 0.2
H -3.1358 2.1341 8.3206 0.0 0.1 0.1
H -2.7632 0.1212 9.7254 0.0 0.0 0.0
H -2.2150 -2.0625 8.6898 -0.1 0.2 -0.1
H -2.1101 -2.2577 6.1927 0.1 -0.1 0.1
O 0.3752 -0.5296 -1.1255 0.5 0.1 -0.1
P 1.9014 -0.7279 -1.2138 0.1 -0.4 -0.2
C 2.4341 -1.8244 0.2060 0.1 0.6 0.1
C 3.9684 -2.0292 0.3700 -0.2 0.1 0.1
C 4.6466 -0.9925 1.2830 -0.5 -0.2 0.2
C 3.9822 -0.9790 2.6708 -0.2 -0.1 -0.3
C 2.4971 -0.5839 2.5371 0.4 -0.5 0.1
C 1.7411 -1.5045 1.5607 0.2 -0.1 0.0
C 2.6933 0.9385 -1.3830 -0.6 -0.1 -0.1
C 4.2076 0.9609 -1.7337 0.1 0.0 0.5
C 5.0166 2.1580 -1.1563 0.0 0.2 -0.2
C 4.1398 3.3268 -0.6435 0.1 -0.8 -0.3
C 3.1898 2.7800 0.4235 -0.1 -0.2 -0.2
C 2.1559 1.8019 -0.1971 0.7 0.2 0.4
C 2.4600 -1.7542 -2.6584 -0.5 0.3 -0.3
C 1.9819 -3.2348 -2.5199 -0.3 0.0 -0.4
C 1.6365 -3.8618 -3.8895 -0.1 0.4 0.1
C 0.4312 -3.1269 -4.5502 0.7 0.1 0.3
C 0.5129 -1.5907 -4.3152 0.3 -0.1 -0.5
C 1.9598 -1.1326 -4.0048 -0.3 -1.1 0.1
H 2.0180 -2.7953 -0.1206 0.1 0.5 0.0
H 4.4815 -2.0983 -0.5951 -0.1 0.1 0.0
H 4.1057 -3.0212 0.8152 0.0 0.1 0.1
H 4.5477 0.0095 0.8586 0.1 0.0 -0.1
H 5.7101 -1.2258 1.3705 0.0 0.1 -0.1
H 4.5021 -0.2927 3.3526 -0.1 -0.2 -0.2
H 4.0549 -1.9933 3.0942 0.0 0.2 0.0
H 2.4354 0.4650 2.2581 0.0 0.1 -0.1
H 2.0101 -0.6719 3.5154 0.0 0.1 -0.1
H 0.7022 -1.1638 1.4169 0.5 -0.1 -0.1
H 1.6785 -2.4837 2.0560 -0.1 0.0 0.1
H 2.1724 1.3306 -2.2782 0.1 -0.3 0.3
H 4.3016 0.9705 -2.8179 -0.1 0.0 -0.1
H 4.7009 0.0390 -1.4161 -0.1 0.0 0.0
H 5.6963 2.5030 -1.9497 -0.2 0.0 0.3
H 5.6599 1.7924 -0.3451 -0.2 0.2 0.0
H 3.5712 3.7290 -1.4912 -0.1 0.1 0.1
H 4.7589 4.1383 -0.2626 0.0 -0.1 0.1
H 2.6347 3.5869 0.9069 0.1 0.0 0.0
H 3.7869 2.2812 1.2094 -0.2 0.1 -0.3
H 1.3113 2.3815 -0.5541 0.0 0.0 0.0
H 1.7458 1.1644 0.5896 0.0 0.1 0.0
H 3.5628 -1.7667 -2.6524 -0.3 0.3 0.1
H 1.0688 -3.3085 -1.9095 0.3 0.1 -0.1
H 2.7637 -3.8338 -2.0329 -0.2 0.2 0.0
H 1.4239 -4.9204 -3.7322 -0.1 0.0 -0.1
H 2.5166 -3.8257 -4.5414 -0.1 0.0 0.0
H -0.5037 -3.5313 -4.1476 0.1 0.1 0.0
H 0.4266 -3.3109 -5.6299 0.0 -0.1 0.2
H -0.1877 -1.2740 -3.5423 0.2 0.0 0.1
H 0.2108 -1.0852 -5.2377 -0.1 0.0 0.2
H 2.0426 -0.0527 -4.0413 0.0 0.3 0.2
H 2.6016 -1.5064 -4.8182 -0.1 0.1 0.2
```
Positions in Å, forces in eV/Å.

Orbital gap (alpha / beta)   8.805 / 5.978 eV
Expectation value of S²   6.03
ΔE to the lowest compared entry with this formula, charge and spin   0.00 kcal/mol
Net charge   +1
Spin multiplicity   5
Highest occupied orbital energy (alpha / beta)   -10.55 / -10.64 eV

=====

No. 2
Density functional theory data (ωB97M-V/def2-TZVPD) for a molecular structure, C43H57AsClFeN3O6P2SSi at a distorted geometry.

The geometry in XYZ format:
```
116
Properties=species:S:1:pos:R:3:forces:R:3
Fe 2.4753 0.3222 -0.0953 -1.2 1.1 0.8
C 1.1498 -0.8359 1.2709 1.3 -0.5 0.1
Si 2.0189 -2.4966 1.1757 -1.0 1.7 -0.1
C 3.8748 -2.0856 1.1115 2.4 0.1 -1.0
N 4.2109 -0.5762 1.2764 -1.5 -0.6 0.0
C 5.5515 -0.1848 0.7689 0.4 -0.7 0.3
C 5.9986 1.1564 1.4440 0.9 -1.6 -1.4
C 6.2545 0.8755 2.9036 1.1 -0.3 0.8
C 5.2935 -0.2140 3.4883 1.7 -0.4 -0.7
C 3.9863 -0.1337 2.7007 1.8 0.2 -0.3
C 1.6262 -3.6004 2.6441 0.9 -1.5 -0.5
C 1.2171 -3.0505 3.8347 -0.8 0.4 0.8
C 1.2631 -3.7605 5.0636 -1.0 2.4 -0.2
C 1.8682 -4.9510 5.1077 1.6 -1.8 -0.5
C 2.3480 -5.5321 3.9018 -1.6 0.6 0.4
C 2.0844 -4.9753 2.6742 0.5 1.6 0.7
C 1.4565 -3.2388 -0.4269 -0.3 -0.5 -0.5
C 0.1749 -2.9400 -0.9372 1.2 -1.0 -0.5
C -0.3667 -3.6173 -2.0295 0.2 0.8 0.7
C 0.3903 -4.6063 -2.6062 0.0 -1.0 -0.6
C 1.6673 -4.8922 -2.1675 1.7 -0.4 -0.1
C 2.2291 -4.1896 -1.1024 0.0 0.1 0.1
H 1.1003 -0.3133 2.2530 -0.1 -0.2 -0.8
H 0.1961 -0.8966 0.7493 0.0 0.4 0.3
H 4.3769 -2.4468 0.1382 -1.1 0.9 0.9
H 4.4818 -2.7245 1.7820 -0.2 0.5 0.5
H 5.4827 -0.2195 -0.3292 0.1 0.5 0.3
H 6.2742 -1.0053 1.0335 -0.3 0.6 -0.1
H 5.2038 1.8454 1.3003 -0.2 0.7 -0.2
H 6.9351 1.5384 0.9453 -1.1 -0.3 0.4
H 6.3232 1.8138 3.4535 -0.8 0.1 0.2
H 7.2976 0.5396 3.0191 -0.2 -0.4 -0.1
H 5.1631 -0.0484 4.5625 -0.2 -0.2 -0.2
H 5.8646 -1.2036 3.3274 -1.3 1.2 0.4
H 3.6821 0.9144 2.8050 -0.4 -0.3 -0.5
H 3.2630 -0.7677 3.1160 -1.2 -0.8 0.6
H 0.7778 -2.0380 3.8671 0.4 -0.5 -0.2
H 0.8483 -3.2500 5.9500 0.3 -0.5 -0.4
H 2.0999 -5.4646 6.0367 -0.3 0.1 0.0
H 2.7777 -6.4849 3.9474 0.7 -1.3 0.1
H 2.4062 -5.5181 1.7934 -0.1 0.2 -0.2
H -0.3592 -2.1256 -0.5521 -0.7 0.8 0.6
H -1.3333 -3.2936 -2.4142 0.2 -0.2 0.0
H 0.0124 -5.2201 -3.4125 -0.2 0.2 -0.2
H 2.3203 -5.6292 -2.6983 -0.9 0.6 0.4
H 3.2892 -4.3223 -0.8127 -0.7 -0.2 -0.2
C -3.9294 0.6558 -5.0709 1.2 -0.1 -0.9
P -2.9187 -0.0547 -3.7180 0.9 0.6 0.2
C -3.4946 0.9692 -2.2436 -0.6 -0.5 -1.4
N -4.0016 2.1591 -2.4796 -0.2 0.5 0.7
C -4.6159 2.8134 -1.4471 0.1 -0.6 1.5
C -4.9995 4.1969 -1.5056 -0.1 -0.9 1.2
C -5.5486 4.7853 -0.3878 -0.6 -0.8 0.4
C -5.8168 4.0277 0.8164 1.0 0.2 -1.7
C -5.4611 2.7052 0.9096 -0.1 0.5 1.3
C -4.8039 2.0935 -0.1805 0.3 1.1 -1.9
N -4.2992 0.8696 -0.0329 -0.1 -1.3 0.0
C -3.6594 0.2713 -1.0208 -0.2 1.0 1.0
P -2.8479 -1.3643 -0.7211 0.5 0.3 0.5
C -3.9948 -2.4169 -1.6485 -0.6 -1.2 -0.7
C -3.3735 -1.7912 1.0425 1.0 0.5 -0.3
C -4.8486 -1.9281 1.2370 -1.5 0.1 2.3
C -2.6966 -0.7633 1.9748 0.4 -0.3 -0.7
C -2.6862 -3.1161 1.3332 -0.1 -0.2 -0.7
C -1.2125 0.7229 -4.0779 -0.2 0.7 0.2
C -1.1768 2.2588 -3.7322 -0.6 -0.4 0.4
C -0.7714 0.5215 -5.5336 -1.0 1.5 0.3
C -0.2161 -0.0097 -3.1913 -0.3 1.6 0.8
H -3.3779 1.5169 -5.4865 -0.6 -0.2 0.1
H -4.9307 0.9159 -4.8334 -0.8 0.4 0.5
H -3.9816 -0.1267 -5.8395 0.1 0.2 0.0
H -4.7627 4.7716 -2.3640 0.1 0.3 -0.8
H -5.8943 5.8241 -0.3616 0.5 -0.3 -0.3
H -6.1377 4.6337 1.6283 -0.6 -0.1 0.8
H -5.5583 2.1658 1.8893 0.1 0.4 -1.2
H -4.9615 -2.0051 -1.4042 -0.7 -0.3 -0.2
H -3.9747 -3.5112 -1.4485 0.1 0.8 0.5
H -3.8563 -2.3731 -2.7321 0.1 0.4 0.3
H -5.4351 -1.1886 0.7088 0.0 0.3 0.0
H -5.0883 -1.7994 2.3751 0.3 -0.2 -1.8
H -5.2651 -2.9048 0.9680 0.3 0.0 -0.1
H -2.9435 0.2692 1.7900 0.0 0.3 -0.3
H -1.6109 -0.9200 1.8641 -0.3 0.4 0.3
H -2.9887 -0.9510 2.9900 0.0 -0.4 0.7
H -3.0023 -3.8788 0.6329 0.0 -0.3 -0.4
H -2.9912 -3.5089 2.2792 -0.1 0.0 1.0
H -1.6061 -3.0217 1.2813 0.2 -0.1 0.1
H -2.0423 2.7516 -4.2407 0.9 0.0 0.3
H -0.1978 2.7165 -3.9866 -0.6 -0.3 -0.3
H -1.3039 2.4380 -2.6350 0.0 -0.3 -0.8
H -1.2905 1.2046 -6.2301 0.0 -0.4 0.2
H -0.7972 -0.4777 -5.8776 -0.4 -1.2 -0.3
H 0.2465 0.8147 -5.5456 1.2 0.4 -0.2
H -0.6092 -0.0275 -2.1684 0.3 -0.1 0.0
H 0.6970 0.6149 -3.1459 -0.2 -0.7 -0.1
H -0.0522 -1.0091 -3.5229 0.4 -0.8 -0.2
O -0.3228 2.0531 2.2150 -1.6 -0.2 -1.1
As -0.2855 2.3916 0.4838 1.8 -0.6 -0.9
O -1.7896 2.4569 -0.0800 -1.0 -0.1 -0.1
O 0.7927 1.3789 -0.4140 -0.2 0.0 1.0
C 0.5935 4.0687 0.1217 -0.6 1.3 0.5
C -0.2593 5.1162 -0.2955 1.5 -0.2 0.6
C 0.2734 6.3889 -0.6175 0.3 -2.9 0.3
C 1.6587 6.5241 -0.6820 -0.7 0.4 -0.8
C 2.4922 5.4724 -0.3103 -0.6 1.4 0.0
C 1.9498 4.3249 0.2222 0.6 -0.6 0.3
S 3.1282 3.2609 1.0839 -0.7 0.7 -2.0
O 2.4437 2.6906 2.2303 -0.3 -0.7 -0.1
O 4.1922 4.1630 1.4757 0.2 -0.9 -0.6
O 3.4229 2.2649 -0.0437 0.3 0.3 2.2
H 0.5568 2.1694 2.5163 1.9 0.2 0.8
H -1.2939 4.8392 -0.2282 -0.6 0.5 -0.4
H -0.4223 7.1096 -0.9082 -0.7 1.4 -0.4
H 2.0468 7.4594 -1.1108 0.1 -0.5 0.4
H 3.5404 5.6646 -0.3738 0.6 -0.3 0.3
Cl 3.1149 -0.4901 -2.0530 0.1 -0.2 0.1
```
Positions in Å, forces in eV/Å.

Orbital gap (alpha / beta)   7.683 / 7.440 eV
Expectation value of S²   8.76
Net charge   -1
Spin multiplicity   6
Highest occupied orbital energy (alpha / beta)   -5.57 / -5.62 eV

=====

No. 3
Density functional theory data (ωB97M-V/def2-TZVPD) for a molecular structure, C43H58Cl2FeN3O4SSi2Te2 at a distorted geometry.

The geometry in XYZ format:
```
116
Properties=species:S:1:pos:R:3:forces:R:3
Fe 1.6489 0.7994 -1.9856 -0.3 -0.3 -0.1
C -2.4671 -1.4248 -4.0337 0.5 0.4 -0.9
C -1.9655 -0.7715 -5.3443 0.0 0.1 0.1
C -0.4804 -0.9249 -5.6855 2.4 0.7 -0.7
C -0.3044 -0.4226 -7.1811 -0.7 -0.3 0.5
C 1.0820 -0.3453 -7.7880 0.1 0.9 0.7
C -0.1009 -2.4185 -5.5988 -0.7 0.5 0.3
O -0.4267 -3.2636 -6.4354 0.7 0.9 1.0
N 0.4814 -2.7292 -4.3843 -0.1 -2.9 -2.2
C 0.7338 -1.9554 -3.2971 -0.3 2.8 1.8
O 0.7968 -2.4432 -2.1832 0.4 -0.2 -0.9
N 0.8737 -0.5876 -3.5291 0.1 0.9 -0.8
C 0.4700 -0.0112 -4.7200 -0.2 0.2 -0.1
O 0.7319 1.1809 -5.0428 -0.8 -2.8 0.8
H -3.5205 -1.1385 -3.8714 0.5 -0.3 0.1
H -1.8409 -1.0510 -3.2065 -0.4 -0.2 -0.1
H -2.3432 -2.5014 -4.1443 -0.3 -0.1 0.4
H -2.1040 0.3027 -5.2152 -0.3 0.1 -0.5
H -2.4325 -1.1518 -6.2855 -0.4 0.3 1.0
H -0.6961 0.5865 -7.2007 -0.4 0.2 0.1
H -0.9825 -1.0536 -7.7670 0.2 0.0 -0.1
H 1.6194 -1.2249 -7.6150 0.9 -1.7 0.3
H 1.6404 0.4292 -7.2353 -0.1 0.0 -0.6
H 1.1200 -0.2223 -8.8770 -0.3 0.4 0.3
H 0.6644 -3.7216 -4.2050 -0.4 0.5 -0.2
Te -0.3240 1.2452 -0.3509 -1.3 -0.2 0.4
C -1.4879 2.6760 -1.3092 0.5 2.2 -2.7
C -1.2577 3.2722 -2.6072 0.4 -1.8 1.8
C -2.1981 4.1847 -3.0267 -2.0 1.0 0.4
C -3.2419 4.2779 -2.0865 0.8 1.0 -0.9
S -2.8855 3.4207 -0.6429 0.1 -0.4 -0.9
H -0.4946 2.9663 -3.3060 0.5 -0.2 0.3
H -2.0692 4.7743 -3.9743 -0.6 -0.7 1.0
H -4.1237 4.8901 -2.1500 -0.1 0.2 0.0
Cl -2.3442 -5.2088 -0.8668 -0.2 -0.5 0.1
C -2.0164 -6.7863 -0.1579 0.4 -1.1 -0.4
Cl -3.3545 -7.5643 0.7904 0.3 0.6 -0.2
H -1.1508 -6.6657 0.4875 -0.3 0.0 0.2
H -1.7847 -7.5771 -0.9110 -0.2 1.1 0.3
C -6.5894 2.2702 7.3606 -1.3 1.3 0.2
C -5.6241 1.6898 6.4315 1.8 -1.3 -0.4
C -5.9858 1.2562 5.1543 1.9 -0.4 -0.6
C -4.9801 0.7216 4.2452 0.5 0.0 2.6
C -5.3503 0.4206 2.8648 -1.1 -1.9 -1.1
C -3.6601 0.4818 4.7345 -0.6 1.0 0.4
Te -2.1359 -0.5876 3.4765 -0.4 1.1 -0.2
N 2.2003 -0.1014 -0.4621 0.5 0.6 -1.1
C 1.6119 -0.8294 0.3926 -2.8 -1.5 2.1
O 0.3136 -0.9607 0.6663 3.2 0.1 -0.4
C 2.4909 -1.6150 1.3220 2.4 -1.0 0.3
C 2.0602 -2.0502 2.5681 -0.4 0.7 0.1
C 2.8899 -2.7892 3.4079 -1.1 -0.4 0.9
C 4.1150 -3.2961 2.9908 1.1 0.9 0.0
C 4.6872 -2.7756 1.8092 -3.8 0.9 -0.2
C 3.8573 -1.9216 1.0057 -0.1 -0.6 0.3
C -1.4450 -2.2152 4.6730 -0.5 0.5 0.2
C -0.4676 -1.9653 5.6094 -0.3 0.7 -0.5
C -0.0859 -2.9682 6.4628 0.1 -1.2 1.3
C -0.8095 -4.1919 6.4917 -0.2 1.4 0.1
C -1.8724 -4.3983 5.6055 2.4 0.9 0.2
C -2.0215 -3.4662 4.6020 -0.8 0.0 -0.4
C -2.8307 -3.8236 3.4211 0.3 -1.2 -0.8
C -3.3028 1.1061 5.9898 0.4 -1.7 -0.5
C -1.8713 1.0537 6.4548 -0.1 0.2 0.4
C -4.2586 1.5771 6.8714 -1.4 0.8 -0.9
H -6.4563 1.9975 8.3929 0.3 -0.3 0.4
H -7.6136 1.9902 7.0996 0.0 0.2 -0.1
H -6.4953 3.3791 7.3310 -0.3 -0.5 0.0
H -7.0199 1.2637 4.7944 0.3 0.3 0.2
H -6.3750 0.7449 2.6509 0.2 0.0 0.0
H -5.3095 -0.6830 2.6110 0.0 1.0 0.5
H -4.6875 0.8699 2.1564 0.4 0.5 -0.5
H 1.0635 -1.7030 2.8939 0.6 -0.4 -0.1
H 2.4509 -2.9766 4.4167 0.7 -0.3 -0.8
H 4.7305 -3.9370 3.6387 -0.4 0.2 -0.2
H 5.5921 -3.1189 1.4156 1.4 -0.3 -0.3
H 4.2477 -1.5375 0.0595 -0.1 -0.1 0.3
H -0.1489 -0.9303 5.5580 0.9 -0.3 0.6
H 0.7008 -2.8360 7.2226 -0.3 0.1 -0.5
H -0.5665 -4.8720 7.2856 0.0 -0.5 0.1
H -2.4050 -5.2975 5.4859 -0.5 -1.1 0.3
H -2.6638 -4.8987 3.1584 0.1 0.8 0.0
H -2.4981 -3.1731 2.5971 -0.8 -0.5 0.0
H -3.8746 -3.7943 3.6769 -0.7 0.5 -0.4
H -1.1634 1.4272 5.6947 -0.3 0.0 0.3
H -1.5820 0.0247 6.6928 -0.1 0.2 0.0
H -1.8247 1.6438 7.3834 0.4 -0.1 -0.3
H -4.0009 1.9621 7.8872 -0.1 -0.4 -1.0
C 6.0940 2.7614 -3.1824 0.0 0.4 0.3
Si 4.3943 1.7563 -3.2176 0.0 1.4 1.8
C 5.0296 0.2091 -2.3451 -0.9 -0.7 -0.9
C 4.0676 1.4970 -5.0157 -1.1 -0.6 -0.2
C 2.7749 2.4711 -2.4321 1.7 0.6 0.1
Si 3.0370 3.8936 -1.1404 -1.2 -0.6 -0.7
C 1.4599 4.6445 -0.4319 -1.0 -1.8 0.4
C 4.1021 3.1226 0.2281 -0.6 0.2 0.1
C 3.6594 5.5031 -2.0208 1.5 -0.4 0.5
H 6.9257 2.1132 -3.5346 -0.5 0.2 0.0
H 6.4486 3.1367 -2.1870 -0.6 -0.4 -0.6
H 6.0571 3.6497 -3.8313 0.0 -0.2 0.0
H 4.1706 -0.3619 -1.9178 0.8 0.0 -0.5
H 5.6964 0.4232 -1.5259 0.3 0.3 0.3
H 5.5989 -0.3301 -3.1458 -0.4 -0.1 0.8
H 4.9249 0.9908 -5.3927 0.8 -0.5 -0.7
H 3.9187 2.4072 -5.6027 -0.1 0.0 0.2
H 3.1818 0.8319 -5.1501 0.5 0.5 0.0
H 2.2383 2.8228 -3.3183 -0.2 0.4 -0.1
H 1.1354 4.0764 0.4753 0.3 0.6 -0.4
H 0.6271 4.4276 -1.1361 0.4 0.5 0.2
H 1.5353 5.7034 -0.2297 0.0 0.3 0.1
H 3.6330 2.2176 0.6828 0.1 0.6 -0.6
H 4.3563 3.8238 1.0328 0.1 -0.1 -0.2
H 4.9811 2.8113 -0.3138 0.7 -0.3 0.2
H 3.0082 5.6692 -2.8867 0.1 0.1 0.2
H 4.6906 5.2929 -2.3772 -0.4 0.3 -0.2
H 3.7524 6.4279 -1.3919 -0.4 -0.8 -0.4
```
Positions in Å, forces in eV/Å.

Orbital gap (alpha / beta)   4.429 / 4.461 eV
Expectation value of S²   8.77
ΔE to the lowest compared entry with this formula, charge and spin   0.00 kcal/mol
Net charge   -2
Spin multiplicity   6
Highest occupied orbital energy (alpha / beta)   -0.99 / -1.03 eV